Formula: C54H56BrGe2NOS5Tl
Source: the OMol25 dataset
Level of theory: ωB97M-V with the def2-TZVPD basis set

Geometry as ORCA input:
```
! RIJCOSX wB97M-V def2-TZVPD def2/J DEFGRID3
* xyz -2 2
Tl 0.705 -3.251 -0.464
C 1.669 0.539 6.268
C 2.150 1.316 5.057
C 1.548 2.479 4.655
C 1.857 3.079 3.432
C 1.042 4.248 2.932
C 2.844 2.517 2.641
C 3.558 1.385 3.095
C 4.687 0.784 2.300
C 3.185 0.781 4.286
C 3.091 2.985 1.250
C 3.858 4.148 1.113
C 4.159 4.630 -0.161
C 3.706 3.920 -1.244
C 2.929 2.769 -1.124
C 2.595 2.288 0.147
Ge 1.591 0.445 0.589
S 3.351 -3.147 1.449
S 0.211 0.003 -1.328
Ge -1.292 -0.169 0.324
S -1.118 -2.101 1.356
S -0.349 1.396 1.570
C -3.259 0.138 -0.097
C -4.145 -0.903 -0.481
C -5.506 -0.650 -0.576
C -6.041 0.588 -0.324
C -5.193 1.644 -0.011
C -3.827 1.423 0.092
C -3.056 2.663 0.327
C -2.462 3.332 -0.752
C -2.404 2.690 -2.112
C -1.867 4.568 -0.547
C -1.813 5.190 0.702
C -1.173 6.552 0.868
C -2.435 4.502 1.770
C -3.053 3.280 1.599
C -3.727 2.598 2.761
C -3.720 -2.287 -0.856
C -3.134 -2.529 -2.099
C -2.825 -1.355 -3.047
C -2.845 -3.857 -2.476
C -3.232 -4.912 -1.618
C -2.957 -6.347 -1.939
C -3.879 -4.610 -0.401
C -4.108 -3.321 0.014
C -4.686 -3.030 1.388
C 2.458 2.172 -2.423
C 3.070 1.027 -2.932
C 4.148 0.296 -2.150
C 2.648 0.538 -4.165
C 1.680 1.204 -4.917
C 1.214 0.613 -6.228
C 1.109 2.387 -4.415
C 1.491 2.879 -3.172
C 0.901 4.168 -2.623
H 0.997 1.168 6.858
H 2.545 0.220 6.855
H 1.119 -0.373 5.963
H 0.757 2.898 5.279
H 0.360 4.602 3.700
H 0.432 3.932 2.088
H 1.642 5.061 2.497
H 5.238 1.514 1.683
H 4.259 0.050 1.594
H 5.405 0.229 2.933
H 3.633 -0.177 4.536
H 4.258 4.631 1.988
H 4.804 5.515 -0.269
H 3.959 4.322 -2.208
H -6.152 -1.462 -0.920
H -7.095 0.774 -0.477
H -5.585 2.645 0.046
H -3.266 2.079 -2.320
H -1.498 2.064 -2.113
H -2.329 3.455 -2.846
H -1.462 5.124 -1.416
H -0.926 7.011 -0.097
H -0.250 6.416 1.455
H -1.828 7.206 1.422
H -2.389 4.968 2.766
H -3.499 3.154 3.674
H -3.348 1.571 2.922
H -4.815 2.487 2.637
H -3.657 -0.675 -3.121
H -2.580 -1.770 -4.008
H -1.934 -0.851 -2.667
H -2.352 -4.045 -3.406
H -2.960 -6.489 -3.030
H -3.647 -7.056 -1.487
H -1.974 -6.614 -1.563
H -4.137 -5.415 0.278
H -4.759 -3.954 1.976
H -5.641 -2.523 1.356
H -3.999 -2.337 1.922
H 5.008 0.922 -1.973
H 4.417 -0.599 -2.718
H 3.763 0.006 -1.171
H 3.110 -0.392 -4.546
H 2.045 0.031 -6.679
H 0.911 1.365 -6.955
H 0.364 -0.049 -6.034
H 0.329 2.875 -5.009
H -0.075 4.287 -3.093
H 1.566 5.042 -2.786
H 0.772 4.110 -1.542
O -1.780 -5.264 1.862
H -1.845 -4.309 1.635
H -0.943 -5.331 2.348
Br 0.210 -8.186 2.404
C 1.677 -7.953 1.161
C 2.293 -9.102 0.594
C 3.525 -8.865 -0.014
C 3.964 -7.564 -0.250
C 3.154 -6.505 0.192
N 2.079 -6.726 0.963
H 1.887 -10.108 0.753
H 4.072 -9.750 -0.350
H 4.898 -7.340 -0.748
H 3.465 -5.477 0.033
S 5.987 -2.819 -0.117
C 4.473 -3.354 0.259
*
```

Expectation value of S²: 0.76
E_HOMO (spin up / spin down) (eV): -1.2 / -1.7